{
  "formula": "C43H38AgN4O4P",
  "method": "the ωB97M-V functional and the def2-TZVPD basis",
  "multiplicity": 1,
  "homo_lumo_gap_ev": 3.690,
  "fmax_ev_per_a": 0.593,
  "total_charge": -2,
  "energy_ev": -72645.0955,
  "species": ["Ag", "C", "C", "C", "C", "C", "C", "P", "C", "C", "C", "C", "C", "C", "C", "C", "C", "C", "C", "C", "C", "C", "C", "C", "H", "H", "H", "H", "H", "H", "H", "H", "H", "H", "H", "H", "H", "H", "H", "H", "O", "C", "O", "C", "C", "C", "N", "C", "C", "C", "O", "O", "H", "H", "H", "C", "C", "N", "C", "C", "N", "C", "C", "H", "H", "H", "H", "H", "H", "H", "H", "H", "H", "H", "H", "H", "C", "C", "C", "C", "C", "C", "C", "C", "N", "H", "H", "H", "H", "H", "H"],
  "xyz": [[0.88953, -0.50692, 0.80056], [-2.46943, 5.97357, 2.00407], [-1.31963, 5.72980, 2.74113], [-0.69189, 4.48382, 2.68822], [-1.19502, 3.45667, 1.89288], [-2.35170, 3.72596, 1.15246], [-2.99018, 4.95678, 1.20936], [-0.44655, 1.75063, 1.62131], [1.05214, 1.87518, 2.68409], [1.28943, 1.01277, 3.75171], [2.48219, 1.07876, 4.46324], [3.44511, 2.01565, 4.12726], [3.22148, 2.88105, 3.06074], [2.03921, 2.80021, 2.34016], [-1.64441, 0.80733, 2.68849], [-2.33146, 1.40847, 3.71269], [-3.29157, 0.69480, 4.46990], [-3.56888, -0.60857, 4.17314], [-2.87912, -1.27554, 3.12853], [-3.14406, -2.63594, 2.82394], [-2.40334, -3.26494, 1.86353], [-1.36720, -2.57602, 1.18485], [-1.06169, -1.25189, 1.40769], [-1.86303, -0.58613, 2.39468], [-2.95634, 6.94110, 2.04843], [-0.90688, 6.50987, 3.37120], [0.19556, 4.30970, 3.28782], [-2.76668, 2.93569, 0.52924], [-3.88966, 5.12975, 0.63000], [0.56182, 0.24979, 3.99707], [2.67165, 0.36527, 5.25708], [4.38126, 2.05172, 4.67150], [3.98402, 3.59258, 2.76696], [1.88028, 3.46089, 1.49351], [-2.15492, 2.45056, 3.95101], [-3.80714, 1.19229, 5.28544], [-4.30801, -1.16217, 4.74609], [-3.91359, -3.16436, 3.37864], [-2.58880, -4.31052, 1.63911], [-0.77082, -3.14465, 0.47089], [3.30248, -7.03711, -1.99473], [3.82189, -6.43270, -1.02207], [4.76702, -6.77464, -0.27980], [3.17311, -5.07171, -0.68216], [2.12931, -4.58338, -1.46321], [1.55263, -3.37402, -1.12374], [1.93874, -2.62880, -0.08283], [2.94617, -3.08319, 0.67005], [3.57852, -4.29679, 0.39427], [3.39893, -2.22091, 1.87081], [4.33161, -2.68376, 2.54835], [2.78352, -1.12054, 2.04703], [1.79377, -5.16625, -2.31234], [0.72248, -2.97723, -1.70688], [4.38297, -4.62697, 1.03329], [-1.37730, -0.34219, -4.14164], [-0.57170, -0.53557, -2.83984], [-1.46695, -0.74506, -1.71467], [-2.27582, 0.43340, -1.48088], [-3.11762, 0.74535, -2.75130], [-2.84327, -0.35397, -3.74791], [-3.21798, -1.69213, -3.16128], [-2.30517, -1.91318, -1.92162], [-1.23039, -1.13400, -4.87341], [-1.17451, 0.60827, -4.62928], [0.02253, 0.34445, -2.63858], [0.11256, -1.37157, -2.93047], [-1.61709, 1.26644, -1.23672], [-2.91628, 0.25675, -0.61225], [-2.82990, 1.68247, -3.22584], [-4.19152, 0.75332, -2.56626], [-3.39579, -0.19070, -4.57856], [-3.06895, -2.43851, -3.93930], [-4.27569, -1.64644, -2.90630], [-1.66616, -2.78298, -2.06999], [-2.90045, -2.08896, -1.02617], [2.68348, 0.85290, -0.62257], [2.63452, 0.89013, -1.99168], [2.15974, 2.07396, -2.70517], [1.94599, 2.07330, -4.05160], [2.21216, 0.92385, -4.84677], [2.83047, -0.19140, -4.19473], [3.05467, -0.20755, -2.85229], [1.80080, 0.88849, -6.20800], [1.38660, 0.87057, -7.29311], [2.52741, 1.78488, -0.09143], [3.26487, 0.09253, -0.10341], [1.96406, 2.97208, -2.12819], [1.56944, 2.96688, -4.54170], [3.11710, -1.05015, -4.79372], [3.52132, -1.07072, -2.38807]],
  "nbo_charge": [0.85, -0.25, -0.22, -0.18, -0.31, -0.21, -0.23, 0.80, -0.36, -0.11, -0.20, -0.21, -0.22, -0.22, -0.31, -0.24, -0.24, -0.19, -0.10, -0.26, -0.23, -0.23, -0.45, -0.01, 0.20, 0.20, 0.22, 0.20, 0.20, 0.22, 0.21, 0.20, 0.20, 0.21, 0.21, 0.20, 0.19, 0.19, 0.19, 0.19, -0.78, 0.73, -0.75, -0.10, -0.20, -0.02, -0.49, 0.09, -0.20, 0.74, -0.72, -0.83, 0.22, 0.15, 0.26, -0.24, -0.27, -0.37, -0.25, -0.25, -0.34, -0.25, -0.26, 0.22, 0.24, 0.26, 0.25, 0.25, 0.23, 0.22, 0.21, 0.42, 0.22, 0.21, 0.23, 0.24, -0.65, -0.04, -0.27, -0.19, -0.40, -0.15, -0.30, 0.32, -0.50, 0.18, 0.24, 0.19, 0.19, 0.21, 0.22]
}

{
  "formula": "C6H22N2O8",
  "method": "the ωB97M-V functional and the def2-TZVPD basis",
  "multiplicity": 2,
  "s2": 0.753,
  "homo_lumo_gap_ev": [2.971, 7.013],
  "fmax_ev_per_a": 7.054,
  "total_charge": -1,
  "energy_ev": -25931.5216,
  "species": ["C", "O", "H", "H", "H", "H", "C", "O", "H", "H", "H", "H", "C", "O", "H", "H", "H", "H", "C", "O", "H", "H", "H", "H", "C", "N", "O", "O", "H", "H", "H", "C", "N", "O", "O", "H", "H", "H"],
  "xyz": [[2.77169, 0.58255, 3.23674], [2.13597, 1.69774, 2.67886], [2.29748, -0.33694, 2.89358], [3.84255, 0.45509, 3.07816], [2.58474, 0.68649, 4.30555], [2.25154, 1.55580, 1.73646], [-2.81187, -1.09160, 2.46896], [-2.75961, -2.52202, 2.22609], [-2.79221, -0.54288, 1.52736], [-3.71508, -0.79296, 3.00108], [-1.91831, -0.79560, 3.01853], [-3.23812, -2.81587, 1.44746], [1.79922, 1.85634, -2.72455], [2.90133, 1.52537, -3.58054], [1.48890, 2.89908, -2.79163], [0.98020, 1.16808, -2.93336], [2.14722, 1.70986, -1.70203], [3.28531, 0.72807, -3.20840], [-0.90661, 4.22894, -1.70203], [-0.49882, 5.57248, -1.45900], [-1.92699, 4.06938, -1.35352], [-0.91469, 3.99531, -2.76667], [-0.23087, 3.58191, -1.14273], [0.28836, 5.74761, -1.97985], [0.00830, -0.88233, -0.07280], [0.84499, 0.30065, 0.26441], [0.29759, 1.37500, 0.13530], [2.01963, 0.12859, 0.45758], [-0.77900, -1.03744, 0.66490], [0.63180, -1.77349, -0.14465], [-0.42993, -0.69689, -1.05344], [-0.88703, -4.61351, -0.24651], [-2.03233, -4.10113, -1.14351], [-2.78962, -3.25450, -0.68969], [-2.01726, -4.47924, -2.31398], [-0.19119, -5.15277, -0.88925], [-1.34281, -5.21598, 0.53923], [-0.39445, -3.75922, 0.21789]],
  "nbo_charge": [-0.24, -0.74, 0.17, 0.14, 0.15, 0.50, -0.25, -0.76, 0.18, 0.16, 0.19, 0.48, -0.26, -0.75, 0.16, 0.16, 0.21, 0.46, -0.26, -0.74, 0.17, 0.15, 0.21, 0.46, -0.49, 0.35, -0.66, -0.67, 0.19, 0.17, 0.17, -0.49, 0.53, -0.39, -0.38, 0.23, 0.23, 0.26]
}

{
  "formula": "C32H31N10O4Pt",
  "method": "the ωB97M-V functional and the def2-TZVPD basis",
  "multiplicity": 5,
  "s2": 6.049,
  "homo_lumo_gap_ev": [7.325, 4.865],
  "fmax_ev_per_a": 1.270,
  "total_charge": 3,
  "energy_ev": -59995.0842,
  "species": ["Pt", "C", "C", "C", "C", "N", "C", "C", "C", "C", "C", "C", "N", "H", "H", "H", "H", "H", "H", "H", "H", "N", "N", "C", "N", "N", "N", "O", "O", "H", "H", "H", "H", "H", "N", "C", "C", "C", "C", "N", "C", "C", "H", "H", "H", "H", "C", "C", "C", "C", "C", "C", "N", "C", "C", "C", "C", "C", "C", "C", "O", "O", "C", "C", "H", "H", "H", "H", "H", "H", "H", "H", "H", "H", "H", "H", "H", "H"],
  "xyz": [[-0.23976, 0.08117, -0.22330], [-3.08779, 0.56873, 3.15475], [-2.85781, 1.88193, 3.53722], [-2.06173, 2.69095, 2.74028], [-1.51301, 2.16595, 1.58719], [-1.72185, 0.88804, 1.23340], [-2.49256, 0.10664, 2.00007], [-0.63767, 2.93989, 0.67891], [-0.59377, 4.31807, 0.65366], [0.25662, 4.95213, -0.24180], [1.05424, 4.18969, -1.08569], [0.95454, 2.81770, -1.02348], [0.11654, 2.21352, -0.16734], [-3.71020, -0.09217, 3.74274], [-3.29010, 2.27380, 4.44948], [-1.85856, 3.71294, 3.02890], [-2.64164, -0.91379, 1.66765], [-1.22974, 4.89748, 1.30939], [0.28712, 6.03409, -0.28457], [1.73016, 4.65070, -1.79328], [1.55560, 2.16977, -1.64862], [-1.66197, -1.70685, -0.38641], [-1.30028, -2.77567, 0.46064], [-0.30886, -2.61969, 1.36919], [0.07496, -3.65832, 2.08005], [0.11334, -1.35844, 1.43254], [1.13658, -0.93057, 2.25186], [1.44699, 0.22945, 2.04672], [1.65213, -1.64316, 3.08258], [-2.67044, -1.59146, -0.35742], [-1.35635, -1.89905, -1.33608], [-1.65173, -3.69896, 0.25940], [-0.34095, -4.56948, 1.95838], [0.77320, -3.51663, 2.79352], [-2.51549, 0.78841, -7.35958], [-2.18627, 0.71844, -6.26049], [-1.75942, 0.62824, -4.88901], [-2.69525, 0.56863, -3.86005], [-2.24184, 0.47458, -2.56459], [-0.93257, 0.43686, -2.26727], [-0.02535, 0.49730, -3.25846], [-0.40107, 0.59731, -4.57930], [-3.75610, 0.60330, -4.06727], [-2.93752, 0.45061, -1.73292], [1.01867, 0.45277, -2.97226], [0.34656, 0.64826, -5.35934], [8.31575, 3.22529, 0.25230], [7.91291, 1.77487, 0.26766], [8.75291, 0.81241, 0.83858], [8.38871, -0.52746, 0.90506], [7.18813, -0.92828, 0.37906], [6.35782, 0.01128, -0.25327], [5.13424, -0.39115, -0.76477], [4.81308, -1.58932, -1.33638], [5.82725, -2.47514, -1.75769], [5.50398, -3.69773, -2.30119], [4.17317, -4.06780, -2.44262], [3.15893, -3.19400, -2.06449], [3.43153, -1.94892, -1.52973], [2.25678, -1.05593, -1.18950], [1.10114, -1.58429, -1.19765], [2.41389, 0.14993, -0.88453], [6.70704, 1.38067, -0.30887], [5.86662, 2.41753, -1.00710], [9.13726, 3.41244, 0.93972], [7.48537, 3.88391, 0.51059], [8.65132, 3.52056, -0.74791], [9.69887, 1.13257, 1.25822], [9.02887, -1.25118, 1.39300], [6.85414, -1.94858, 0.50900], [4.31980, 0.22131, -0.67268], [6.86347, -2.17172, -1.69652], [6.29063, -4.36313, -2.63069], [3.92500, -5.02846, -2.87155], [2.12469, -3.47418, -2.20300], [5.06205, 1.98724, -1.60350], [6.48714, 3.01701, -1.67671], [5.42961, 3.11498, -0.28299]],
  "lowdin_charge": [1.51, 0.00, 0.02, 0.04, -0.20, -0.01, -0.11, -0.19, 0.04, 0.02, 0.00, -0.09, -0.02, 0.13, 0.14, 0.13, 0.10, 0.13, 0.14, 0.13, 0.09, -0.01, 0.04, -0.38, 0.26, 0.01, -0.40, 0.06, 0.13, 0.12, 0.10, 0.18, 0.15, 0.12, 0.24, -0.13, -0.17, 0.04, -0.10, -0.09, -0.09, 0.05, 0.14, 0.12, 0.10, 0.14, -0.02, -0.20, 0.03, -0.02, -0.01, -0.15, 0.19, -0.14, 0.02, -0.02, -0.01, 0.00, -0.04, -0.57, -0.10, -0.04, -0.13, -0.01, 0.09, 0.09, 0.11, 0.14, 0.13, 0.13, 0.13, 0.13, 0.13, 0.13, 0.12, 0.07, 0.10, 0.10]
}

{
  "formula": "C5H11N2O",
  "method": "the ωB97M-V functional and the def2-TZVPD basis",
  "multiplicity": 1,
  "homo_lumo_gap_ev": 8.182,
  "fmax_ev_per_a": 3.333,
  "total_charge": 1,
  "energy_ev": -10381.6867,
  "species": ["C", "C", "C", "C", "C", "N", "N", "O", "H", "H", "H", "H", "H", "H", "H", "H", "H", "H", "H"],
  "xyz": [[-1.95390, -1.44245, 1.47273], [-0.51128, -1.28662, -0.44545], [0.97572, 0.81481, -0.63779], [0.25471, 2.09172, -0.79189], [2.45216, 0.92432, -0.50045], [-2.87346, -2.10518, 0.89689], [-0.96172, -0.79850, 0.77725], [0.57417, -0.39564, -0.82548], [-1.97735, -1.43290, 2.52624], [-1.28735, -1.39057, -1.13297], [0.05909, -2.17956, -0.31800], [0.88662, 2.68262, -1.35085], [0.34950, 2.72342, 0.09804], [-0.75196, 2.09448, -1.21839], [2.74828, 0.58217, 0.44772], [2.82640, 2.00272, -0.47396], [2.86558, 0.30955, -1.33498], [-3.57189, -2.44264, 1.49174], [-0.10333, -0.75178, 1.31960]],
  "nbo_charge": [0.26, 0.13, 0.77, -0.76, -0.73, -0.66, -0.62, -0.44, 0.18, 0.24, 0.20, 0.28, 0.31, 0.28, 0.28, 0.26, 0.29, 0.36, 0.37]
}

{
  "formula": "C8H32O8",
  "method": "the ωB97M-V functional and the def2-TZVPD basis",
  "multiplicity": 1,
  "homo_lumo_gap_ev": 9.906,
  "fmax_ev_per_a": 1.032,
  "total_charge": 0,
  "energy_ev": -25191.4355,
  "smiles": "CO.CO.CO.CO.CO.CO.CO.CO",
  "species": ["C", "O", "H", "H", "H", "H", "C", "O", "H", "H", "H", "H", "C", "O", "H", "H", "H", "H", "C", "O", "H", "H", "H", "H", "C", "O", "H", "H", "H", "H", "C", "O", "H", "H", "H", "H", "C", "O", "H", "H", "H", "H", "C", "O", "H", "H", "H", "H"],
  "xyz": [[2.06256, -2.13608, 3.31378], [3.36505, -2.39104, 2.81681], [1.67997, -3.00467, 3.85944], [2.08938, -1.30526, 4.02339], [1.36405, -1.86585, 2.51778], [3.34894, -2.24812, 1.86246], [-5.51151, 1.63708, -2.13691], [-4.47799, 1.21290, -1.26963], [-6.47641, 1.30101, -1.74547], [-5.53456, 2.72622, -2.20763], [-5.41169, 1.20633, -3.13773], [-3.78823, 0.78088, -1.78217], [-2.04485, 0.04879, -3.40915], [-2.43237, -0.64305, -2.20757], [-2.90985, 0.50806, -3.88839], [-1.31317, 0.79984, -3.12909], [-1.55327, -0.63526, -4.10372], [-2.86169, -1.46692, -2.45492], [0.99912, 3.81340, -0.21124], [1.39851, 2.80585, -1.13425], [0.28232, 3.42234, 0.51367], [1.87905, 4.19328, 0.31003], [0.53329, 4.65060, -0.73983], [0.80303, 2.05369, -1.01864], [-2.60681, -0.53572, 1.37536], [-2.67477, -1.44607, 2.48324], [-2.50193, -1.09238, 0.43779], [-3.51700, 0.05063, 1.36121], [-1.73380, 0.11715, 1.46671], [-1.88604, -1.99368, 2.46942], [2.97725, 1.46674, 1.86919], [3.08509, 0.89447, 3.15937], [3.00961, 0.69845, 1.08055], [2.02451, 1.97969, 1.80852], [3.81169, 2.14403, 1.65724], [3.91354, 0.40768, 3.19681], [2.87913, -3.08357, -1.02810], [3.35659, -2.20999, 0.00165], [2.38483, -2.51746, -1.82971], [3.68579, -3.64825, -1.49817], [2.14418, -3.75031, -0.59130], [4.08002, -1.68909, -0.35890], [0.66996, -0.26492, -0.11775], [-0.24507, 0.54076, -0.84712], [0.87518, 0.16025, 0.86596], [0.22229, -1.25003, 0.07029], [1.59001, -0.44837, -0.66692], [-1.03389, 0.00596, -1.00637]],
  "nbo_charge": [-0.25, -0.76, 0.16, 0.18, 0.15, 0.49, -0.25, -0.74, 0.17, 0.17, 0.16, 0.48, -0.27, -0.76, 0.17, 0.21, 0.18, 0.49, -0.25, -0.76, 0.17, 0.17, 0.16, 0.49, -0.25, -0.72, 0.15, 0.20, 0.16, 0.46, -0.24, -0.73, 0.15, 0.18, 0.16, 0.47, -0.25, -0.75, 0.17, 0.18, 0.19, 0.48, -0.26, -0.78, 0.18, 0.16, 0.18, 0.51]
}

{
  "formula": "C3H6INO2",
  "method": "the ωB97M-V functional and the def2-TZVPD basis",
  "multiplicity": 1,
  "homo_lumo_gap_ev": 9.276,
  "fmax_ev_per_a": 3.445,
  "total_charge": 0,
  "energy_ev": -16888.4658,
  "smiles": "[O-]/[N+](O)=C\\I.C=C",
  "species": ["C", "C", "C", "N", "O", "O", "I", "H", "H", "H", "H", "H", "H"],
  "xyz": [[-1.54764, -0.54113, 0.78616], [-0.95989, -1.36660, -0.04558], [1.62724, 0.15745, -0.77859], [0.98808, 1.00275, -0.03203], [-0.15220, 1.48196, -0.70222], [1.14661, 1.48566, 1.13541], [3.35488, -0.73288, -0.06388], [-0.59440, 2.24255, -0.11316], [-1.20447, -0.22981, 1.72667], [-2.57913, -0.35527, 0.65391], [-1.54286, -1.55889, -0.95831], [0.05863, -1.45371, 0.19785], [1.40515, -0.13209, -1.80622]],
  "nbo_charge": [-0.37, -0.42, -0.23, 0.32, -0.55, -0.49, 0.20, 0.51, 0.19, 0.17, 0.21, 0.20, 0.26]
}

- Which value of multiplicity does entry 3 give?
  5

- Which of these has the highest multiplicity?
  C32H31N10O4Pt

- Which formula does entry 3 have?
  C32H31N10O4Pt